[1]
# FHO3

A molecular structure, FHO3 in a non-equilibrium geometry (wB97M-V/def2-TZVPD, the Open Molecules 2025 dataset).

Properties
- HOMO level (spin up / spin down) (eV) = -11.03 / -11.01
- calculated total energy (eV) = -8866.787
- LUMO energy (spin up / spin down) (eV) = -1.279 / -1.279
- frontier orbital gap (spin up / spin down) (eV) = 9.75 / 9.73

Geometry as XYZ:
```
5
FHO3 wB97M-V/def2-TZVPD
F 1.012 0.102 -1.308
O -0.334 0.057 -1.408
O 0.012 0.296 1.156
O -0.927 0.199 0.245
H 0.237 -0.654 1.315
```

***

[2]
# FHOS

FHOS in the gas phase in a non-equilibrium geometry (wB97M-V/def2-TZVPD, the Open Molecules 2025 dataset).

Properties
- HOMO level (eV) = -11.05
- calculated total energy (eV) = -15614.395
- LUMO energy (eV) = -0.955
- frontier orbital gap (eV) = 10.10

Geometry as XYZ:
```
4
FHOS wB97M-V/def2-TZVPD
S 0.622 0.057 -1.106
F 0.934 1.807 -0.774
O 1.552 -1.054 -0.797
H 0.075 0.433 0.169
```

***

[3]
# FHOS

FHOS in the gas phase in a non-equilibrium geometry (wB97M-V/def2-TZVPD, the Open Molecules 2025 dataset).

Properties
- HOMO level (eV) = -10.70
- calculated total energy (eV) = -15613.853
- LUMO energy (eV) = -1.087
- frontier orbital gap (eV) = 9.61

Geometry as XYZ:
```
4
FHOS wB97M-V/def2-TZVPD
S -0.297 0.012 -0.287
F 0.268 -1.651 0.230
O -1.153 0.995 0.402
H 1.182 0.644 -0.345
```

***

[4]
# FTl

A molecular structure, FTl (wB97M-V/def2-TZVPD, the Open Molecules 2025 dataset).

Properties
- HOMO level (eV) = -24.63
- calculated total energy (eV) = -7378.482
- LUMO energy (eV) = -21.090
- frontier orbital gap (eV) = 3.54
- total charge = +2

Geometry as XYZ:
```
2
FTl wB97M-V/def2-TZVPD
Tl 0.439 1.719 1.200
F -0.439 -1.719 -1.200
```

***

[5]
# FeN7O21Pb

A molecular structure, FeN7O21Pb in a non-equilibrium geometry (wB97M-V/def2-TZVPD, the Open Molecules 2025 dataset).

Properties
- HOMO level (spin up / spin down) (eV) = 1.17 / 1.17
- calculated total energy (eV) = -93037.180
- LUMO energy (spin up / spin down) (eV) = 5.788 / 5.682
- frontier orbital gap (spin up / spin down) (eV) = 4.61 / 4.51
- multiplicity = 5
- total charge = -3

Geometry as XYZ:
```
30
FeN7O21Pb wB97M-V/def2-TZVPD
Pb -1.601 -21.348 10.249
Fe -0.647 -16.069 8.837
O -2.386 -19.032 10.492
O -1.629 -17.827 7.897
O -0.856 -18.910 13.689
O 4.276 -18.069 7.590
O -4.123 -17.765 10.571
O -0.050 -18.610 6.504
O -2.046 -16.969 10.706
O 0.822 -22.073 6.781
O 2.774 -19.371 6.679
O -1.533 -20.772 12.802
O 2.655 -15.376 9.006
O 0.489 -20.028 12.427
O 2.316 -18.791 9.643
O 0.514 -17.606 9.863
O 2.829 -15.348 6.895
O -0.937 -21.706 7.991
O 0.325 -19.696 9.467
O 4.761 -20.121 7.178
O 0.687 -22.804 8.841
O -2.124 -18.763 6.031
O 0.863 -15.575 7.708
N 3.918 -19.193 7.122
N -1.223 -18.381 6.798
N 2.133 -15.494 7.883
N 0.220 -22.168 7.841
N 1.121 -18.697 9.644
N -0.644 -19.887 12.913
N -2.894 -17.890 10.523
```

***

[6]
# H10NO3

4 unconnected molecules or ions with the total composition H10NO3 in a non-equilibrium geometry (wB97M-V/def2-TZVPD, the Open Molecules 2025 dataset).

Properties
- HOMO level (eV) = -13.51
- calculated total energy (eV) = -7788.299
- LUMO energy (eV) = -3.621
- frontier orbital gap (eV) = 9.88
- total charge = +1

Geometry as XYZ:
```
14
H10NO3 wB97M-V/def2-TZVPD
O -4.454 -3.209 0.280
O 3.361 -1.251 0.007
O -0.922 2.621 -0.425
N 1.482 1.239 0.489
H 1.603 0.541 -0.195
H 3.835 -2.107 0.233
H 3.472 -1.124 -0.975
H 1.063 0.824 1.314
H -1.171 3.569 -0.619
H 2.363 1.584 0.842
H 0.786 1.905 0.263
H -4.522 -3.910 -0.388
H -5.301 -2.705 0.125
H -1.595 2.022 -0.951
```

***

[7]
# H10NaO5

A molecular structure, H10NaO5 in a non-equilibrium geometry (wB97M-V/def2-TZVPD, the Open Molecules 2025 dataset).

Properties
- HOMO level (eV) = -15.69
- calculated total energy (eV) = -14812.534
- LUMO energy (eV) = -3.603
- frontier orbital gap (eV) = 12.08
- total charge = +1

Geometry as XYZ:
```
16
H10NaO5 wB97M-V/def2-TZVPD
Na -0.399 0.068 0.509
O -1.308 1.330 -1.050
O 0.683 2.192 0.954
O -1.696 -1.718 -0.511
O 1.423 -0.769 -1.110
O 0.393 -1.492 1.919
H 1.582 2.256 0.588
H 0.310 3.060 0.837
H 1.071 -1.493 2.533
H 1.838 -0.996 -0.250
H -0.873 2.225 -1.142
H -1.936 1.300 -1.796
H -0.995 -2.374 -0.691
H 0.022 -2.374 1.938
H 1.707 0.134 -1.376
H -1.821 -1.349 -1.354
```

***

[8]
# H10NaO5

A molecular structure, H10NaO5 (wB97M-V/def2-TZVPD, the Open Molecules 2025 dataset).

Properties
- HOMO level (eV) = -15.24
- calculated total energy (eV) = -14813.050
- LUMO energy (eV) = -3.132
- frontier orbital gap (eV) = 12.11
- total charge = +1

Geometry as XYZ:
```
16
H10NaO5 wB97M-V/def2-TZVPD
Na -0.173 -0.143 0.008
O -0.408 -0.298 -2.645
O -2.483 0.471 0.697
O 0.079 -1.064 2.131
O 1.986 -1.111 -0.917
O 0.928 1.802 0.664
H 0.362 2.158 1.360
H 1.648 2.437 0.589
H -1.106 0.318 -2.900
H -3.041 1.256 0.747
H 2.139 -1.651 -1.700
H 0.713 -1.702 2.478
H -3.099 -0.270 0.639
H 0.034 -0.506 -3.475
H 2.862 -0.917 -0.566
H -0.442 -0.779 2.890
```